[1]
The following is a DFT calculation (the ωB97M-V functional and the def2-TZVPD basis) of C6H10FN in the gas phase.

Last column: Löwdin charge in e.
Element x y z (Å)
1 C 2.164 0.145 -0.877  -0.066
2 C 0.897 0.007 0.066  -0.580
3 F 1.322 -0.393 1.359  -0.013
4 C -0.021 -1.022 -0.525  -0.153
5 C -1.326 -0.815 0.175  -0.300
6 N -2.325 0.000 -0.506  0.008
7 C -1.416 0.737 0.539  -0.133
8 C 0.028 1.302 0.021  -0.088
9 H 3.141 -0.442 -0.297  0.131
10 H 2.517 1.393 -0.933  0.127
11 H 1.843 -0.324 -2.065  0.143
12 H 0.319 -1.984 -0.209  0.119
13 H -0.001 -0.730 -1.598  0.114
14 H -1.668 -1.752 0.769  0.157
15 H -2.105 0.105 -1.573  0.127
16 H -1.869 1.139 1.449  0.112
17 H 0.401 2.439 0.466  0.176
18 H -0.158 1.566 -1.086  0.117

Computed properties:
frontier orbital gap	10.11	eV
SMILES	C[C@]1(F)C[C@@H]2N[C@@H]2C1
energy relative to the best compared isomer or geometry (same formula, charge and spin)	354.2	kJ/mol
HOMO level	-9.27	eV


[2]
The following is a DFT calculation (the ωB97M-V functional and the def2-TZVPD basis) of a molecular structure, C6H10GdO6.

Last column: Löwdin spin population.
Element x y z (Å)
1 O 2.144 2.155 0.365  -0.029
2 C 2.475 0.968 0.017  0.004
3 O 2.225 -0.028 0.812  -0.139
4 C 0.863 -0.316 1.250  -0.110
5 C 0.296 -1.473 0.454  -0.110
6 C -0.224 -1.138 -0.944  -0.073
7 C -1.188 0.019 -1.017  -0.017
8 O -2.324 -0.297 -0.111  0.038
9 C -3.248 0.533 0.093  0.042
10 O -3.246 1.677 -0.490  0.840
11 O -4.202 0.209 0.872  0.065
12 H 0.284 0.608 1.163  -0.009
13 H 1.001 -0.605 2.297  -0.014
14 H -0.510 -1.902 1.067  -0.014
15 H 1.067 -2.250 0.370  0.000
16 H -0.705 -2.023 -1.380  -0.045
17 H 0.606 -0.890 -1.622  -0.005
18 H -1.605 0.134 -2.023  -0.002
19 H -0.769 0.969 -0.666  -0.008
20 H -4.905 0.875 0.987  0.001
21 Gd 5.204 -0.819 -1.012  7.560
22 O 3.652 0.987 -0.475  0.026
23 H 3.108 2.605 -0.008  0.001

Computed properties:
charge	+4
frontier orbital gap (spin up / spin down)	3.16 / 9.03	eV
2S+1	9
energy relative to the best compared isomer or geometry (same formula, charge and spin)	0.0	kJ/mol
HOMO level (spin up / spin down)	-24.46 / -25.80	eV


[3]
The following is a DFT calculation (the ωB97M-V functional and the def2-TZVPD basis) of a molecular structure, C6H10IN2O2.

Last column: Löwdin charge in e.
Element x y z (Å)
1 C 0.741 0.758 -1.470  0.035
2 C -0.371 1.416 -1.179  -0.051
3 C -1.418 -0.322 0.049  -0.193
4 C 1.128 -0.593 -0.909  -0.548
5 C -3.381 -0.557 1.377  0.038
6 C 3.194 -0.757 0.296  -0.082
7 N -0.018 -1.436 -0.768  -0.384
8 N -1.409 0.896 -0.372  0.153
9 O -2.156 -1.023 0.772  -0.047
10 O 1.823 -0.390 0.297  -0.206
11 I 0.201 -3.032 0.423  1.056
12 H 1.489 1.243 -2.074  0.129
13 H -0.561 2.412 -1.546  0.132
14 H 1.767 -1.121 -1.639  0.159
15 H -3.195 0.296 2.030  0.113
16 H -3.749 -1.397 1.962  0.115
17 H -4.106 -0.301 0.602  0.115
18 H 3.317 -1.828 0.112  0.079
19 H 3.563 -0.513 1.290  0.101
20 H 3.758 -0.189 -0.449  0.098
21 H -2.151 1.554 -0.124  0.187

Computed properties:
charge	+1
frontier orbital gap	8.71	eV
energy relative to the best compared isomer or geometry (same formula, charge and spin)	252.2	kJ/mol
HOMO level	-12.67	eV


[4]
The following is a DFT calculation (the ωB97M-V functional and the def2-TZVPD basis) of a molecular structure, C6H10IrN2O3S4.

Last column: Löwdin charge in e.
Element x y z (Å)
1 Ir -0.018 0.019 0.284  0.892
2 N -1.257 -0.033 -1.505  -0.160
3 C -2.517 0.753 -1.615  -0.220
4 C -3.482 0.484 -0.476  -0.183
5 C -2.985 1.039 0.848  -0.219
6 N -1.859 0.230 1.361  -0.093
7 H -0.670 0.232 -2.293  -0.030
8 H -1.474 -1.016 -1.670  0.097
9 H -3.002 0.507 -2.560  0.127
10 H -2.255 1.811 -1.635  0.126
11 H -3.663 -0.593 -0.388  0.123
12 H -4.439 0.952 -0.707  0.128
13 H -3.799 1.044 1.575  0.128
14 H -2.637 2.063 0.723  0.127
15 H -2.197 -0.708 1.565  0.111
16 H -1.543 0.612 2.250  0.093
17 O 6.625 -0.640 -3.099  0.041
18 C 5.495 -0.605 -2.750  -0.938
19 S 5.016 -0.420 -1.026  1.046
20 C 3.318 -0.496 -1.264  -1.076
21 C 2.857 -0.604 -2.679  -1.151
22 S 1.311 -0.646 -3.159  0.777
23 S 4.107 -0.708 -3.868  1.040
24 S 2.407 -0.511 0.116  0.761
25 O 0.534 0.399 2.046  -0.423
26 O 1.655 0.446 2.567  -0.123

Computed properties:
charge	+1
frontier orbital gap (spin up / spin down)	6.47 / 6.49	eV
energy relative to the best compared isomer or geometry (same formula, charge and spin)	301.4	kJ/mol
HOMO level (spin up / spin down)	-12.24 / -12.26	eV


[5]
The following is a DFT calculation (the ωB97M-V functional and the def2-TZVPD basis) of a molecular structure, C6H10MnO6.

Last column: Löwdin spin population.
Element x y z (Å)
1 O -1.017 -3.437 -0.141  0.020
2 C -1.196 -2.333 -0.690  0.009
3 O -1.668 -1.280 -0.055  0.030
4 C -0.823 -0.705 0.993  0.002
5 C -1.112 0.774 1.104  0.000
6 C -0.603 1.679 -0.023  0.001
7 C 0.747 1.335 -0.616  0.000
8 O 1.729 1.315 0.429  0.000
9 C 2.964 1.001 0.080  0.000
10 O 3.355 0.799 -1.045  0.000
11 O 3.697 0.877 1.179  0.000
12 H 0.218 -0.921 0.732  0.000
13 H -1.095 -1.230 1.914  0.001
14 H -0.656 1.072 2.059  0.000
15 H -2.197 0.918 1.212  0.000
16 H -0.582 2.713 0.346  0.000
17 H -1.313 1.679 -0.861  0.001
18 H 1.035 2.089 -1.359  0.000
19 H 0.744 0.356 -1.114  0.000
20 H 4.593 0.609 0.938  0.000
21 Mn -2.891 -0.902 -2.200  4.859
22 O -2.035 -2.580 -1.683  0.073
23 H -1.895 -3.830 -1.198  0.002

Computed properties:
charge	+2
frontier orbital gap (spin up / spin down)	4.22 / 4.08	eV
2S+1	6
energy relative to the best compared isomer or geometry (same formula, charge and spin)	292.1	kJ/mol
HOMO level (spin up / spin down)	-16.06 / -16.06	eV


[6]
The following is a DFT calculation (the ωB97M-V functional and the def2-TZVPD basis) of a molecular structure, C6H10N.

Last column: Löwdin charge in e.
Element x y z (Å)
1 C -0.115 1.731 -1.496  0.065
2 C 0.219 1.564 -0.233  0.014
3 C 0.672 -0.522 -1.384  0.030
4 C -0.459 0.287 -1.684  -0.056
5 C 0.275 -0.972 2.037  -0.011
6 C -0.767 -0.503 0.872  -0.124
7 N 0.016 0.116 -0.156  -0.122
8 H -0.311 2.556 -2.047  0.093
9 H 0.631 2.166 0.600  0.158
10 H 0.492 -1.550 -1.489  0.119
11 H 1.802 -0.250 -1.418  0.190
12 H -1.316 -0.188 -2.084  0.161
13 H 1.251 -1.422 1.561  0.122
14 H 0.463 -0.143 2.666  0.055
15 H -0.143 -1.729 2.604  0.040
16 H -1.428 0.219 1.287  0.119
17 H -1.279 -1.361 0.365  0.148

Computed properties:
charge	+1
frontier orbital gap	10.74	eV
energy relative to the best compared isomer or geometry (same formula, charge and spin)	266.6	kJ/mol
HOMO level	-14.48	eV


[7]
The following is a DFT calculation (the ωB97M-V functional and the def2-TZVPD basis) of a gas-phase ion, C6H10N (charge +1).

Last column: Löwdin charge in e.
Element x y z (Å)
1 C 1.205 -1.046 -0.683  -0.065
2 C 1.816 0.605 0.736  -0.056
3 C -0.267 0.999 -0.734  -0.153
4 C 1.122 0.434 -0.572  -0.169
5 C 0.986 -0.676 0.799  0.205
6 C -1.924 -0.652 0.336  -0.060
7 N -1.019 0.531 0.424  -0.019
8 H 0.469 -1.606 -1.421  0.172
9 H 2.238 -1.621 -0.811  0.196
10 H 2.912 0.452 0.915  0.172
11 H 1.675 1.395 1.338  0.083
12 H -0.316 2.120 -0.848  0.159
13 H -0.806 0.726 -1.601  0.117
14 H -1.989 -1.170 -0.611  0.084
15 H -1.737 -1.380 1.031  0.042
16 H -3.055 -0.306 0.586  0.150
17 H -1.308 1.194 1.118  0.143

Computed properties:
charge	+1
frontier orbital gap	8.35	eV
energy relative to the best compared isomer or geometry (same formula, charge and spin)	520.5	kJ/mol
HOMO level	-14.51	eV


[8]
The following is a DFT calculation (the ωB97M-V functional and the def2-TZVPD basis) of a gas-phase ion, C6H10N (charge +1).

Last column: Löwdin charge in e.
Element x y z (Å)
1 C -2.085 1.236 0.295  -0.024
2 C -0.970 1.367 1.019  -0.030
3 C -0.392 0.027 0.679  -0.205
4 N 0.679 0.122 -0.292  -0.018
5 C 2.051 -0.248 0.038  -0.023
6 C 1.316 -1.073 -0.839  -0.024
7 C -1.901 -0.246 -0.103  -0.006
8 H -2.903 1.895 0.165  0.099
9 H -0.366 2.162 1.391  0.108
10 H -0.135 -0.640 1.446  0.137
11 H 0.626 0.882 -0.900  0.171
12 H 2.091 -0.512 1.034  0.122
13 H 2.833 0.299 -0.390  0.132
14 H 1.520 -0.850 -1.980  0.191
15 H 0.984 -2.059 -0.523  0.150
16 H -2.510 -0.937 0.520  0.118
17 H -1.701 -0.573 -1.126  0.101

Computed properties:
charge	+1
frontier orbital gap	11.17	eV
SMILES	C1=C[C@H]([NH+]2CC2)C1
energy relative to the best compared isomer or geometry (same formula, charge and spin)	216.1	kJ/mol
HOMO level	-14.23	eV


[9]
The following is a DFT calculation (the ωB97M-V functional and the def2-TZVPD basis) of 2 unconnected molecules or ions with the total composition C6H10N.

Last column: Löwdin charge in e.
Element x y z (Å)
1 C 3.036 0.913 0.373  0.196
2 C 2.326 1.730 1.136  0.139
3 C 1.535 0.785 0.419  -0.161
4 C -0.544 -2.160 0.354  -0.060
5 C -2.805 1.549 -0.779  0.079
6 C 0.021 -0.980 -0.511  -0.188
7 N 0.497 0.140 0.226  0.239
8 H 4.039 0.622 -0.092  0.170
9 H 2.277 2.517 1.806  0.115
10 H 0.069 -2.465 1.174  0.066
11 H -1.535 -1.916 0.785  0.089
12 H -0.625 -3.082 -0.198  0.078
13 H -2.343 1.515 0.224  -0.010
14 H -3.480 0.765 -1.186  0.007
15 H -2.655 2.323 -1.469  -0.040
16 H -0.730 -0.796 -1.312  0.132
17 H 0.917 -1.460 -0.948  0.149

Computed properties:
charge	+1
frontier orbital gap (spin up / spin down)	4.48 / 11.21	eV
energy relative to the best compared isomer or geometry (same formula, charge and spin)	584.4	kJ/mol
HOMO level (spin up / spin down)	-11.86 / -15.32	eV


[10]
The following is a DFT calculation (the ωB97M-V functional and the def2-TZVPD basis) of 2 unconnected molecules or ions with the total composition C6H10N.

Last column: Löwdin charge in e.
Element x y z (Å)
1 C -2.896 -0.041 0.164  0.010
2 C -2.405 0.761 -0.623  0.017
3 C 0.767 1.397 1.125  0.142
4 C 0.920 0.458 0.209  -0.368
5 C 1.585 0.427 -1.084  -0.008
6 C 0.322 -1.967 0.103  0.200
7 N 0.411 -0.819 0.665  0.096
8 H -3.444 -0.334 1.016  0.018
9 H 1.081 2.351 0.849  0.069
10 H 0.201 1.335 2.135  0.137
11 H 2.334 -0.314 -0.912  0.100
12 H 1.759 1.435 -1.484  0.121
13 H 0.798 0.081 -1.758  0.097
14 H -1.942 1.088 -1.505  0.015
15 H -0.121 -2.871 0.430  0.124
16 H 0.754 -2.099 -0.818  0.086
17 H -0.121 -0.887 1.490  0.143

Computed properties:
charge	+1
frontier orbital gap	8.92	eV
energy relative to the best compared isomer or geometry (same formula, charge and spin)	317.8	kJ/mol
HOMO level	-14.17	eV


[11]
The following is a DFT calculation (the ωB97M-V functional and the def2-TZVPD basis) of a gas-phase ion, C6H10N (charge +1).

Last column: Löwdin charge in e.
Element x y z (Å)
1 C -0.365 -0.876 0.170  -0.301
2 C -1.511 -0.134 0.145  -0.040
3 C -0.325 -2.235 -0.049  0.131
4 C -2.593 0.498 0.187  0.051
5 C 0.991 -0.235 0.648  -0.088
6 C 1.242 1.047 -1.343  0.156
7 N 1.142 1.183 0.118  -0.020
8 H 0.554 -2.717 -0.103  0.039
9 H -1.220 -2.687 -0.157  0.052
10 H -3.018 0.981 -0.558  0.018
11 H -3.218 0.546 1.227  0.157
12 H 1.119 -0.045 1.755  0.150
13 H 1.968 -0.793 0.379  0.165
14 H 1.484 0.007 -1.555  0.097
15 H 1.449 2.017 -1.766  0.094
16 H 0.373 1.841 0.377  0.193
17 H 1.928 1.600 0.526  0.146

Computed properties:
charge	+1
frontier orbital gap (spin up / spin down)	6.24 / 10.11	eV
energy relative to the best compared isomer or geometry (same formula, charge and spin)	501.3	kJ/mol
HOMO level (spin up / spin down)	-11.42 / -14.24	eV


[12]
The following is a DFT calculation (the ωB97M-V functional and the def2-TZVPD basis) of C6H10N2 in the gas phase.

Last column: Löwdin charge in e.
Element x y z (Å)
1 C 1.588 -0.223 0.275  -0.088
2 C 0.569 0.976 0.523  -0.283
3 C -0.298 1.798 1.663  0.008
4 N -0.808 0.491 0.909  -0.090
5 C -1.693 -0.183 -0.195  -0.044
6 C -0.378 -0.352 -0.924  -0.327
7 N 0.302 -1.419 -1.830  0.057
8 C 0.668 -1.265 -0.386  -0.251
9 H 2.212 -0.721 0.993  0.092
10 H 2.319 0.268 -0.388  0.110
11 H 0.809 1.919 -0.198  0.155
12 H -0.212 1.485 2.762  0.096
13 H -0.879 2.638 1.544  0.039
14 H -2.071 -1.157 0.198  0.113
15 H -2.618 0.338 -0.403  0.090
16 H 0.158 0.563 -1.190  0.106
17 H 0.731 -1.002 -2.595  0.040
18 H 0.358 -2.342 -0.014  0.177

Computed properties:
frontier orbital gap	9.51	eV
SMILES	C1[C@@H]2CN2C[C@@H]2N[C@@H]12
energy relative to the best compared isomer or geometry (same formula, charge and spin)	821.1	kJ/mol
HOMO level	-8.50	eV